1.
Molecular formula: C4H6N2OS
Method: DFT, ωB97M-V/def2-TZVPD

## Properties
**Structure (SMILES)**: [H]/N=C(\C(O)=S)N1CC1
**HOMO energy**: -9.3 eV
**Net charge**: 0
**E_LUMO**: -0.55 eV
**Orbital gap**: 8.7030 eV
**F_max**: 0.4 eV/Å

Last column: natural (NBO) charge in e.
CARTESIAN COORDINATES (ANGSTROEM)
C1 -0.26945 2.12510 -0.49449  -0.227
H1 1.22474 -2.29166 1.42136  0.505
C2 -1.65725 1.80289 -0.93299  -0.238
H2 -2.00795 2.05577 -1.93027  0.208
C3 -0.77241 -0.30908 -0.04525  0.331
H3 0.44196 2.63979 -1.14326  0.212
O1 0.34486 -1.97661 1.18201  -0.654
N1 -1.89699 -0.79969 0.28416  -0.615
N2 -0.65541 0.77356 -0.89396  -0.411
S1 2.03872 -0.32087 0.10025  -0.040
H4 -2.44866 1.73908 -0.19130  0.214
H5 -0.09820 2.28803 0.55583  0.200
C4 0.55371 -0.89545 0.41439  0.159
H6 -1.75122 -1.64220 0.84613  0.358

Force components x, y, z for each atom (eV/Å):
C 0.1 -0.2 -0.2
H 0.2 -0.2 0.2
C -0.4 -0.1 -0.2
H 0.2 0.1 0.1
C 0.2 0.1 0.3
H -0.3 -0.3 0.1
O 0.0 0.3 -0.3
N 0.3 -0.1 0.0
N 0.2 0.1 -0.3
S -0.3 0.0 0.0
H 0.2 0.0 0.1
H -0.1 0.0 0.3
C -0.2 0.0 0.1
H -0.1 0.2 -0.2

***

2.
Molecular formula: C4H6N2OS
Method: DFT, ωB97M-V/def2-TZVPD

## Properties
**Structure (SMILES)**: N/N=C1/COC=CS1
**HOMO energy**: -8.1 eV
**Net charge**: 0
**E_LUMO**: 0.71 eV
**Orbital gap**: 8.8005 eV
**F_max**: 7.4 eV/Å

Last column: natural (NBO) charge in e.
CARTESIAN COORDINATES (ANGSTROEM)
H1 -3.51683 0.16495 -0.00346  0.227
H2 -1.83721 2.37937 0.06402  0.244
C1 -1.51900 1.21868 0.07233  -0.438
S1 0.29950 1.34048 0.02822  0.128
H3 3.50931 -0.45501 -0.62494  0.384
O1 -1.77469 -1.20149 -0.34961  -0.544
H4 2.42754 0.91539 -0.20355  0.333
C2 -2.36462 0.08035 -0.05882  0.081
C3 0.55856 -0.52346 0.03844  0.043
C4 -0.48861 -1.57503 0.32274  -0.085
N1 2.83953 -0.05410 -0.04613  -0.567
H5 -0.85016 -1.59274 1.22946  0.193
H6 0.01381 -2.53643 -0.20778  0.239
N2 1.80918 -0.79085 0.02375  -0.236

Force components x, y, z for each atom (eV/Å):
H 2.3 -0.5 -0.2
H -0.1 -3.2 0.4
C -1.8 0.6 -0.7
S -2.6 -2.2 0.1
H 1.5 -0.2 -1.2
O -0.8 1.0 0.0
H 2.3 -0.6 -0.4
C 3.1 2.0 0.0
C 3.0 2.4 0.9
C 1.4 0.7 -7.0
N -1.5 4.8 1.1
H -0.6 -0.8 5.3
H -1.9 1.9 1.6
N -4.2 -6.0 0.0

***

3.
Molecular formula: C4H6N2P4
Method: DFT, ωB97M-V/def2-TZVPD

## Properties
**HOMO energy**: -8.6 eV
**Net charge**: 0
**E_LUMO**: -0.76 eV
**Orbital gap**: 7.8857 eV
**F_max**: 0.8 eV/Å

Last column: natural (NBO) charge in e.
CARTESIAN COORDINATES (ANGSTROEM)
C1 0.22048 -1.91873 -0.77666  -0.966
H1 -0.32380 -2.72021 -1.26549  0.245
N1 0.80572 0.75875 -0.64651  -0.973
H2 -2.41750 0.07466 1.85044  0.227
P1 1.30484 -2.24877 0.47361  0.436
H3 1.09738 -3.64124 0.45574  -0.051
H4 0.30702 2.32470 -1.99671  0.219
C2 -1.68375 -0.10923 1.08338  -0.772
C3 0.82529 2.06273 -1.09039  -0.088
H5 1.70553 3.91193 -0.36514  0.206
P2 -0.15508 -0.35442 -1.54770  0.767
P3 1.73674 0.63983 0.78015  1.027
H6 -0.67952 -0.34082 1.42500  0.210
C4 1.55614 2.85153 -0.25773  -0.063
N2 2.10276 2.19449 0.78277  -0.827
P4 -2.13240 0.00435 -0.51264  0.404

Force components x, y, z for each atom (eV/Å):
C 0.5 0.0 0.3
H 0.0 -0.1 0.1
N 0.2 0.1 -0.3
H -0.2 0.1 0.2
P -0.4 -0.4 -0.6
H -0.1 -0.4 0.0
H 0.0 0.1 -0.1
C -0.1 0.0 -0.8
C -0.1 -0.1 -0.1
H 0.0 0.2 -0.2
P 0.0 -0.3 0.0
P 0.3 0.5 0.3
H 0.0 -0.1 0.1
C 0.0 0.3 0.0
N 0.3 0.2 0.4
P -0.3 -0.1 0.6

***

4.
Molecular formula: C4H6N2S
Method: DFT, ωB97M-V/def2-TZVPD

## Properties
**Structure (SMILES)**: Nc1cscc1N
**HOMO energy**: -7.5 eV
**Net charge**: 0
**E_LUMO**: 0.90 eV
**Orbital gap**: 8.3724 eV
**F_max**: 3.3 eV/Å

Last column: natural (NBO) charge in e.
CARTESIAN COORDINATES (ANGSTROEM)
H1 -1.68217 -1.51600 -1.46292  0.382
S1 2.38471 -0.28790 -0.65247  0.383
H2 0.90728 -1.59755 -2.07313  0.228
C1 0.24863 0.44227 0.61468  0.122
N1 -1.50083 -0.95911 -0.64111  -0.809
H3 -2.20354 -0.24637 -0.50899  0.367
C2 -0.18968 -0.52926 -0.52871  0.116
H4 2.18344 1.18330 1.27165  0.229
H5 -0.35396 1.82073 1.96016  0.382
H6 -1.60273 1.04434 1.15274  0.369
C3 1.58801 0.59500 0.60138  -0.486
N2 -0.66263 0.97093 1.51057  -0.804
C4 0.88348 -0.92036 -1.24385  -0.478

Force components x, y, z for each atom (eV/Å):
H -0.1 0.1 0.0
S -0.3 0.0 0.0
H -0.1 -0.2 -0.2
C -0.5 -2.1 -2.5
N -0.4 -0.1 0.0
H 0.0 -0.1 -0.1
C 1.2 2.0 2.3
H 0.1 0.2 0.2
H -0.1 0.0 0.0
H 0.1 0.1 0.1
C 0.1 -0.1 -0.2
N -0.3 0.1 0.2
C 0.3 0.1 0.3

***

5.
Molecular formula: C4H6N2S
Method: DFT, ωB97M-V/def2-TZVPD

## Properties
**Structure (SMILES)**: Cc1nc(S)c[nH]1
**HOMO energy**: -7.9 eV
**Net charge**: 0
**E_LUMO**: 0.84 eV
**Orbital gap**: 8.7537 eV
**F_max**: 3.7 eV/Å

Last column: natural (NBO) charge in e.
CARTESIAN COORDINATES (ANGSTROEM)
S1 2.39918 -0.29066 0.08454  0.043
C1 0.17359 1.34041 0.05077  -0.154
C2 -2.84252 -0.71853 0.12764  -0.659
C3 0.76088 0.11047 -0.08813  -0.093
H1 0.63214 2.31198 -0.32406  0.224
H2 -3.43964 -0.38876 -0.64022  0.220
H3 2.23726 -1.68973 -0.24629  0.169
H4 -1.83066 1.72756 0.16872  0.399
H5 -3.24436 -0.43884 1.12797  0.228
N1 -1.14359 1.09935 -0.03595  -0.506
N2 -0.27704 -0.86145 -0.13760  -0.483
H6 -2.93106 -1.79355 -0.11408  0.246
C4 -1.40298 -0.18957 -0.10860  0.367

Force components x, y, z for each atom (eV/Å):
S 1.2 -2.4 -0.6
C 2.8 1.5 -1.9
C 2.2 -1.0 0.6
C -3.1 -1.0 0.5
H -0.8 -1.2 1.2
H -1.7 1.7 -1.6
H 0.2 2.2 0.4
H -2.0 2.2 0.4
H 0.4 -0.4 -0.8
N -0.5 0.3 -0.3
N 1.3 -0.1 0.0
H 0.6 0.2 1.0
C -0.7 -1.9 1.0

***

6.
Molecular formula: C4H6N2S
Method: DFT, ωB97M-V/def2-TZVPD

## Properties
**Structure (SMILES)**: Nc1cscc1N
**HOMO energy**: -7.6 eV
**Net charge**: 0
**E_LUMO**: 1.01 eV
**Orbital gap**: 8.6185 eV
**F_max**: 5.2 eV/Å

Last column: natural (NBO) charge in e.
CARTESIAN COORDINATES (ANGSTROEM)
H1 2.18529 0.25864 -1.67978  0.227
H2 0.79542 -1.93290 -1.64702  0.358
S1 1.47385 1.95262 -0.00212  0.352
C1 -0.02738 1.61181 0.74812  -0.471
C2 1.40348 0.45937 -0.97144  -0.440
H3 -2.35707 -0.53171 0.43552  0.389
C3 -0.51606 0.35371 0.52738  0.131
H4 -1.98319 0.13747 1.96722  0.389
N1 -1.65540 -0.16750 1.08715  -0.841
N2 0.18008 -1.65855 -0.95647  -0.816
C4 0.53127 -0.40517 -0.48726  0.121
H5 -0.39504 2.42282 1.33507  0.228
H6 0.36474 -2.50062 -0.35637  0.374

Force components x, y, z for each atom (eV/Å):
H 0.2 0.0 -0.1
H 1.4 -0.1 -2.6
S 0.0 -0.5 -1.4
C 0.3 -1.1 -0.1
C 1.4 1.3 1.0
H 0.5 0.2 0.7
C 3.0 0.5 -1.5
H -0.2 0.5 0.6
N -0.4 -1.6 -1.5
N -0.6 -2.1 1.4
C -4.2 1.4 2.8
H -0.6 0.1 0.4
H -0.8 1.6 0.4

***

7.
Molecular formula: C4H6N2S2
Method: DFT, ωB97M-V/def2-TZVPD

## Properties
**Structure (SMILES)**: C=NS[C@@H](C#N)CS
**HOMO energy**: -9.3 eV
**Net charge**: 0
**E_LUMO**: 0.46 eV
**Orbital gap**: 9.7400 eV
**F_max**: 2.2 eV/Å

Last column: natural (NBO) charge in e.
CARTESIAN COORDINATES (ANGSTROEM)
S1 1.12028 1.09584 0.03988  0.417
N1 -2.04040 2.76319 -0.52416  -0.296
C1 -0.59002 0.73281 0.41566  -0.476
H1 -3.05326 -1.52726 0.96983  0.134
C2 -1.40441 1.91289 -0.07342  0.269
H2 -0.59939 -1.42696 0.36604  0.250
H3 3.57268 -1.48508 -0.38221  0.181
H4 -0.65619 0.70097 1.53235  0.251
S2 -2.96820 -0.81083 -0.21518  -0.009
C3 3.04925 -0.51567 -0.31309  -0.068
C4 -1.14101 -0.60744 -0.13847  -0.510
H5 3.75447 0.29410 -0.22933  0.165
N2 1.75660 -0.49406 -0.32684  -0.534
H6 -0.80041 -0.63247 -1.12107  0.225

Force components x, y, z for each atom (eV/Å):
S 1.0 -0.4 -0.9
N 0.5 -0.5 0.4
C -1.8 0.4 1.3
H -0.1 0.6 -1.0
C 0.3 -0.7 0.0
H -0.7 0.3 -0.1
H -0.7 0.2 -0.3
H -0.2 0.2 -0.8
S 0.8 -0.6 1.4
C -1.1 -1.4 -0.3
C 0.2 0.2 1.1
H -0.2 0.8 0.3
N 1.6 1.0 0.9
H 0.4 -0.3 -1.9

***

8.
Molecular formula: C4H6N2S2
Method: DFT, ωB97M-V/def2-TZVPD

## Properties
**Structure (SMILES)**: Nc1cc(S)c(S)[nH]1
**HOMO energy**: -7.8 eV
**Net charge**: 0
**E_LUMO**: 0.74 eV
**Orbital gap**: 8.5458 eV
**F_max**: 1.0 eV/Å

Last column: natural (NBO) charge in e.
CARTESIAN COORDINATES (ANGSTROEM)
N1 -0.96259 -0.10527 0.52160  -0.511
C1 -0.12264 0.93819 0.74275  0.313
H1 -1.11411 2.59309 1.41431  0.375
S1 1.89849 -0.94820 -2.06319  0.019
H2 0.35317 2.36099 2.09401  0.379
C2 0.77148 -0.35955 -0.84117  -0.198
H3 -1.79840 -0.29528 1.03130  0.424
N2 -0.46808 1.87895 1.73619  -0.835
C3 -0.41963 -0.92604 -0.46056  -0.114
H4 1.06815 -1.85788 -2.62046  0.145
H5 1.82544 1.52310 -0.15469  0.231
C4 0.97266 0.82120 -0.09041  -0.361
H6 -0.72898 -3.28385 -0.25231  0.129
S2 -1.27498 -2.33945 -1.05738  0.004

Force components x, y, z for each atom (eV/Å):
N 0.7 0.0 -0.5
C -0.1 0.3 0.1
H 0.0 -0.2 -0.1
S -0.2 -0.1 0.0
H -0.2 -0.2 -0.1
C 0.2 -0.4 -0.5
H -0.3 0.0 0.2
N 0.3 0.3 0.1
C -0.3 -0.2 0.1
H 0.1 0.2 0.2
H -0.8 -0.6 0.0
C 0.3 0.6 0.3
H -0.1 0.2 -0.1
S 0.3 0.1 0.2

***

9.
Molecular formula: C4H6N2Se
Method: DFT, ωB97M-V/def2-TZVPD

## Properties
**HOMO energy**: -7.8 eV
**Net charge**: 0
**E_LUMO**: 0.44 eV
**Orbital gap**: 8.2280 eV
**F_max**: 3.4 eV/Å

Last column: natural (NBO) charge in e.
CARTESIAN COORDINATES (ANGSTROEM)
H1 -0.45744 3.52642 0.47913  0.216
Se1 -0.42837 1.19692 1.84696  0.441
C1 -0.66325 -0.21220 0.81437  0.070
C2 0.07442 2.61003 0.39589  -0.736
N1 1.03362 -1.20771 0.22172  -0.693
N2 -1.35129 -0.89148 0.04063  -0.360
H2 1.16829 2.99323 0.42026  0.221
C3 -0.94859 -1.88826 -0.72996  -0.217
H3 -1.71487 -2.16163 -1.48419  0.219
C4 0.44671 -2.06479 -0.61719  0.039
H4 0.93161 -2.89820 -1.03277  0.197
H5 -0.11973 2.08163 -0.50089  0.224
H6 2.02888 -1.08395 0.14603  0.379

Force components x, y, z for each atom (eV/Å):
H -1.2 0.4 0.2
Se 0.6 2.3 0.1
C 1.3 -2.3 -2.2
C 2.3 -0.1 1.3
N -1.9 -0.1 -0.7
N -0.8 1.5 1.2
H -1.5 -1.4 0.2
C -0.5 0.0 -0.9
H 1.2 -0.7 0.7
C -0.6 1.7 1.6
H 0.9 -0.7 -1.0
H -0.2 -0.3 -0.9
H 0.3 -0.4 0.4

***

10.
Molecular formula: C4H6N3
Method: DFT, ωB97M-V/def2-TZVPD

## Properties
**Structure (SMILES)**: C=[N+]1N=NC=C1C
**HOMO energy (spin up / spin down)**: -14.9 / -14.9 eV
**Net charge**: +1
**E_LUMO (spin up / spin down)**: -8.07 / -8.13 eV
**Orbital gap (spin up / spin down)**: 6.8256 / 6.7351 eV
**F_max**: 9.2 eV/Å

Last column: natural (NBO) charge in e.
CARTESIAN COORDINATES (ANGSTROEM)
H1 1.31270 -0.23701 1.87435  0.262
H2 -0.37029 1.70720 1.26835  0.252
C1 -0.97034 0.91357 0.89606  -0.665
H3 2.41062 -1.41936 0.65181  0.267
C2 -0.75960 0.13011 -1.60752  -0.039
C3 -0.37650 0.25208 -0.26025  0.146
C4 1.68596 -0.66562 0.92412  0.222
N1 -0.09077 -0.95447 -2.11396  -0.079
H4 -1.48054 0.57648 -2.37198  0.284
H5 -1.96541 1.38463 0.70350  0.289
N2 0.72471 -0.54834 -0.23755  -0.184
H6 -0.93719 0.19526 1.66045  0.234
N3 0.81663 -1.33452 -1.38737  0.013

Force components x, y, z for each atom (eV/Å):
H 0.8 0.0 -0.7
H 0.8 1.0 0.2
C -0.5 1.3 -0.7
H 0.7 0.2 0.5
C -1.6 0.8 1.1
C -1.8 1.2 -3.9
C -5.9 -0.5 -5.9
N 0.6 -0.3 -1.7
H 0.8 -0.3 2.0
H 0.8 -0.9 0.1
N 4.6 0.0 7.9
H -0.9 -1.0 1.4
N 1.7 -1.4 -0.3

***

11.
Molecular formula: C4H6N3
Method: DFT, ωB97M-V/def2-TZVPD

## Properties
**Structure (SMILES)**: C=NC(N=C)=[N+]=C
**HOMO energy**: -14.3 eV
**Net charge**: +1
**E_LUMO**: -5.29 eV
**Orbital gap**: 9.0206 eV
**F_max**: 6.0 eV/Å

Last column: natural (NBO) charge in e.
CARTESIAN COORDINATES (ANGSTROEM)
H1 2.47765 -2.17423 0.97372  0.202
C1 0.41529 2.01528 0.26905  0.000
H2 -0.06226 2.04771 1.19361  0.181
N1 0.81325 -1.25473 0.44783  -0.432
C2 1.95093 -1.57093 0.22179  0.118
C3 -2.47294 -0.30666 -0.53289  0.139
N2 -1.26055 -0.50351 -0.28014  -0.325
H3 2.56037 -1.29173 -0.62973  0.190
C4 -0.03258 -0.40451 -0.16906  0.633
H4 0.94144 2.89022 0.05063  0.209
H5 -2.96585 -0.73277 -1.34191  0.229
H6 -3.01618 0.23677 0.28021  0.229
N3 0.65145 1.04909 -0.48311  -0.372

Force components x, y, z for each atom (eV/Å):
H -0.2 0.2 -0.2
C 0.7 -0.6 0.1
H -1.5 -0.4 1.5
N -5.8 1.2 0.8
C 5.2 -1.5 -0.4
C 0.7 0.9 3.2
N -1.5 -0.1 -1.1
H -0.2 0.1 -0.5
C 4.0 3.9 1.0
H 0.8 1.5 -0.7
H -0.7 -0.4 -1.8
H 0.0 -0.6 -0.8
N -1.4 -4.0 -1.1

***

12.
Molecular formula: C4H6N3
Method: DFT, ωB97M-V/def2-TZVPD

## Properties
**Structure (SMILES)**: C=[N+]1N=NC=C1C
**HOMO energy**: -15.3 eV
**Net charge**: +1
**E_LUMO**: -7.30 eV
**Orbital gap**: 8.0183 eV
**F_max**: 4.9 eV/Å

Last column: natural (NBO) charge in e.
CARTESIAN COORDINATES (ANGSTROEM)
C1 1.30089 -1.10409 1.24566  0.217
H1 -0.99763 -0.09474 -1.69037  0.294
H2 1.90428 -1.48212 2.03965  0.273
H3 -2.47900 1.49192 1.18510  0.277
N1 -0.28116 -0.20493 2.69528  0.039
H4 0.65365 0.11985 -0.99442  0.217
N2 -1.25583 0.50012 2.61339  -0.077
C2 -0.33231 0.40988 -0.91664  -0.678
H5 1.72871 -0.88807 0.29194  0.217
N3 0.22627 -0.33295 1.35182  -0.188
C3 -1.60657 0.79909 1.34023  -0.035
H6 -0.25930 1.44721 -1.22879  0.278
C4 -0.60847 0.41285 0.49391  0.165

Force components x, y, z for each atom (eV/Å):
C -1.9 4.3 -1.6
H 0.7 0.3 1.5
H -0.5 -0.6 0.9
H 1.1 -1.1 -0.1
N 1.4 -0.8 1.0
H 2.1 -1.1 -0.9
N -1.7 0.1 2.3
C -1.5 1.3 -2.0
H 0.6 -1.2 -0.9
N 2.2 -2.7 1.5
C -0.3 2.4 -2.6
H -0.3 0.3 -0.2
C -1.9 -1.1 1.0